(1)
This record from the OMol25 dataset describes C24H24N2NiO4Te as an isolated structure at a distorted geometry. The level of theory is wB97M-V/def2-TZVPD.

charge: 0
LUMO level (spin up / spin down): 0.010 / 0.000 Eh
F_max: 2.270 eV/Å
calculated total energy: -84780.624 eV
Kohn-Sham gap (spin up / spin down): 0.2863 / 0.2741 Ha
spin multiplicity: 3

Positions of all 56 atoms, in Å:
Ni 0.041 -0.091 -0.005
C -1.399 -1.831 3.617
C -1.420 -0.877 2.443
O -0.700 -1.184 1.479
C -2.249 0.296 2.499
C -3.134 0.514 3.573
C -3.926 1.627 3.641
C -3.865 2.584 2.622
C -3.010 2.422 1.573
C -2.160 1.285 1.456
O -1.387 1.224 0.443
H -0.637 -2.584 3.432
H -2.364 -2.317 3.738
H -1.161 -1.302 4.536
H -3.195 -0.222 4.359
H -4.586 1.778 4.481
H -4.497 3.459 2.673
H -2.953 3.161 0.788
C 2.523 2.407 -2.519
C 1.910 1.430 -1.570
N 0.674 1.062 -1.636
O -0.130 1.639 -2.617
C 2.665 0.829 -0.496
C 4.161 0.920 -0.400
N 1.965 0.213 0.424
O 2.436 -0.362 1.433
H 1.730 2.954 -3.024
H 3.108 1.880 -3.271
H 3.176 3.102 -1.997
H -1.036 1.410 -2.357
H 4.615 0.851 -1.386
H 4.511 0.105 0.233
H 4.462 1.861 0.062
Te -0.478 -2.101 -1.534
C -2.133 -3.196 -0.721
C -1.959 -4.166 0.252
C -3.052 -4.869 0.730
C -4.320 -4.606 0.240
C -4.497 -3.621 -0.717
C -3.407 -2.917 -1.195
C -0.137 -3.588 -3.064
C 0.665 -4.689 -2.816
C 0.846 -5.651 -3.795
C 0.228 -5.517 -5.026
C -0.564 -4.410 -5.278
C -0.745 -3.448 -4.300
H -0.969 -4.370 0.639
H -2.916 -5.623 1.492
H -5.171 -5.163 0.605
H -5.487 -3.396 -1.089
H -3.543 -2.145 -1.943
H 1.149 -4.795 -1.854
H 1.474 -6.508 -3.598
H 0.367 -6.269 -5.789
H -1.040 -4.294 -6.240
H -1.364 -2.583 -4.496

Forces on atoms 1 to 6 (eV/Å):
-0.113 1.602 0.552
0.139 -0.078 -0.248
-0.236 -0.132 0.427
0.351 -0.169 -0.038
0.350 0.422 -0.631
-0.059 0.102 0.026

=====

(2)
This record from the OMol25 dataset describes C2HO5S as an isolated structure at a distorted geometry. The level of theory is wB97M-V/def2-TZVPD.

ΔE to the lowest compared entry with this formula, charge and spin: 1.9142 eV
charge: -1
LUMO level: 0.146 Eh
F_max: 3.300 eV/Å
calculated total energy: -23162.077 eV
Kohn-Sham gap: 0.3334 Ha

Positions of all 9 atoms, in Å:
C -1.024 0.224 0.044
C -1.189 -1.782 0.098
O 2.333 0.460 -1.340
O -0.047 0.996 -0.124
O 2.300 0.853 1.162
O -1.150 -0.866 -0.937
O -1.099 -0.875 1.067
S 1.774 0.120 0.029
H -1.898 0.870 0.001

Forces on atoms 1 to 6 (eV/Å):
-1.388 0.307 -1.292
-0.306 1.442 -1.072
-1.090 -0.282 3.102
2.143 0.653 0.726
0.100 0.436 -0.226
-0.001 -1.783 0.874

=====

(3)
This record from the OMol25 dataset describes a 2-piece molecular cluster, C4H7NOS overall at a distorted geometry. The level of theory is wB97M-V/def2-TZVPD.

structure (SMILES): N#CC=O.CSC
ΔE to the lowest compared entry with this formula, charge and spin: 1.9483 eV
charge: 0
LUMO level: -0.030 Eh
F_max: 1.472 eV/Å
calculated total energy: -18632.601 eV
Kohn-Sham gap: 0.2751 Ha

Positions of all 14 atoms, in Å:
N 0.109 -0.006 -2.010
C 1.188 0.258 -1.719
C 2.550 0.522 -1.356
O 2.934 1.441 -0.683
H 3.237 -0.244 -1.772
C -2.290 0.030 0.174
S -1.067 -1.300 0.320
C 0.067 -0.493 1.485
H -1.849 0.865 -0.362
H -3.134 -0.368 -0.381
H -2.609 0.332 1.169
H 0.822 -1.219 1.761
H 0.530 0.367 1.008
H -0.489 -0.184 2.366

Forces on atoms 1 to 6 (eV/Å):
0.042 0.149 -0.371
-0.932 0.259 -0.055
1.453 -0.203 0.127
-0.377 -0.192 -0.192
0.014 0.235 0.132
0.449 -0.346 0.036

=====

(4)
This record from the OMol25 dataset describes C12H20F3N6O5PdS2 as an isolated structure. The level of theory is wB97M-V/def2-TZVPD.

ΔE to the lowest compared entry with this formula, charge and spin: 0.6668 eV
charge: +1
LUMO level: -0.124 Eh
F_max: 0.506 eV/Å
calculated total energy: -65243.461 eV
Kohn-Sham gap: 0.2960 Ha

Positions of all 49 atoms, in Å:
Pd -0.758 0.532 -0.405
F 0.526 -0.940 -3.648
C -0.766 -1.260 -3.789
F -1.004 -1.504 -5.069
F -0.961 -2.404 -3.099
S -1.872 0.101 -3.161
O -3.058 -0.020 -3.941
O -2.064 -0.343 -1.736
O -1.068 1.286 -3.244
C 1.828 3.845 0.686
C 0.919 2.866 -0.081
N 0.539 1.726 0.784
C -0.153 2.231 1.987
C 0.782 3.146 2.802
N 2.076 3.267 2.051
C 2.724 1.919 1.935
C 1.749 0.986 1.191
H 1.367 4.820 0.828
H 2.797 3.978 0.209
H 1.420 2.468 -0.962
H -0.001 3.348 -0.409
H -0.479 1.373 2.573
H -1.035 2.772 1.655
H 1.015 2.746 3.787
H 0.378 4.150 2.917
H 2.699 3.889 2.563
H 2.940 1.576 2.945
H 3.662 2.054 1.401
H 1.438 0.153 1.819
H 2.209 0.568 0.299
O -3.700 0.230 0.936
S -3.481 1.545 0.349
N -2.153 1.923 -0.221
C 1.581 -3.399 -1.624
N 0.428 -3.337 -0.729
C -0.345 -4.434 -0.490
C -1.493 -4.360 0.211
C -1.858 -3.072 0.718
N -1.054 -2.025 0.545
C 0.002 -2.121 -0.263
O 0.638 -1.083 -0.616
N -2.987 -2.865 1.385
H 1.917 -4.431 -1.679
H 2.379 -2.777 -1.227
H 1.312 -3.038 -2.615
H 0.014 -5.361 -0.915
H -2.104 -5.236 0.364
H -3.678 -3.590 1.455
H -3.267 -1.897 1.527

Forces on atoms 1 to 6 (eV/Å):
-0.260 0.159 -0.068
-0.004 0.045 -0.030
-0.033 0.013 -0.029
0.062 -0.010 -0.006
-0.141 0.034 -0.118
0.187 -0.203 -0.113

=====

(5)
This record from the OMol25 dataset describes a 2-piece molecular cluster, ClH2OPS2 overall at a distorted geometry. The level of theory is wB97M-V/def2-TZVPD.

ΔE to the lowest compared entry with this formula, charge and spin: 1.0272 eV
charge: 0
LUMO level: -0.037 Eh
F_max: 2.007 eV/Å
calculated total energy: -45562.635 eV
Kohn-Sham gap: 0.3102 Ha

Positions of all 7 atoms, in Å:
O -0.203 1.773 -0.511
P 0.881 0.808 0.238
S 2.332 0.034 -0.783
S 0.251 0.304 2.036
Cl -1.035 -1.896 -0.549
H -0.945 2.182 -0.038
H -1.280 -3.205 -0.393

Forces on atoms 1 to 6 (eV/Å):
1.460 -0.546 -0.398
-1.297 -0.784 1.180
-1.302 1.168 0.547
0.820 0.803 -1.647
-0.451 -1.770 0.085
0.452 -0.497 0.428

=====

(6)
This record from the OMol25 dataset describes C3H2AuO2 as an isolated structure at a distorted geometry. The level of theory is wB97M-V/def2-TZVPD.

ΔE to the lowest compared entry with this formula, charge and spin: 4.4463 eV
charge: +1
LUMO level (spin up / spin down): -0.220 / -0.301 Eh
F_max: 8.065 eV/Å
calculated total energy: -10913.183 eV
Kohn-Sham gap (spin up / spin down): 0.2709 / 0.2440 Ha
spin multiplicity: 3

Positions of all 8 atoms, in Å:
O -0.287 -0.487 -1.460
C 0.119 0.760 -1.381
C 0.131 1.445 -0.208
O -0.051 0.513 0.842
C 0.759 0.204 1.843
Au -0.466 -1.277 0.399
H 0.461 1.270 -2.294
H 0.382 2.475 0.039

Forces on atoms 1 to 6 (eV/Å):
1.252 3.628 -2.128
-0.814 -2.131 -2.764
0.768 -0.050 1.462
0.844 6.680 2.631
0.127 0.369 -0.131
-1.794 -7.826 0.760